49
Properties=species:S:1:pos:R:3 method="wB97M-V/def2-TZVPD" multiplicity=1 homo_energy_ev=-6.07 total_energy_ev=-31737.3543 max_force_ev_per_a=5.04 total_charge=-1 relative_energy_ev=2.762
C 1.85720 1.54608 -1.68745
N 0.41796 1.83145 -1.75287
C -0.33388 0.72713 -1.00608
O 0.23690 0.52254 0.21352
C 2.59899 2.37965 -2.70779
H 1.92619 0.51435 -2.01298
H 2.39854 1.64615 -0.68641
H 0.02065 2.76467 -1.57022
H -1.38366 1.18299 -0.80344
H -0.18512 -0.20139 -1.58790
H 1.90187 3.17450 -3.06547
H 3.38552 2.81895 -2.14816
H 2.84257 1.82883 -3.61347
H 0.45132 4.38366 1.08727
H 1.91253 4.29054 1.49830
O 1.25350 4.82866 0.97890
H -1.01109 2.64572 1.78920
H 0.33758 2.19112 0.89650
O -0.06429 2.82508 1.57883
H -0.70621 -4.21282 -1.65020
H -0.47171 -3.24773 -2.86351
O -0.91975 -4.05213 -2.60029
H 1.10184 -2.29375 -2.28873
H 0.47819 -0.84901 -2.66755
O 0.72037 -1.68786 -3.05188
H 0.53659 -2.12899 4.39911
H 0.36667 -0.88783 3.56680
O 0.80419 -1.22271 4.26952
H 2.60874 -1.50802 0.12730
H 1.12731 -1.17640 0.15950
O 1.70066 -1.95927 0.03375
H -3.99682 -1.53930 -0.92493
H -4.14491 -1.31036 0.63600
O -4.65923 -1.62848 -0.20431
H -1.73916 -3.47400 2.93484
H -1.68859 -2.10184 2.35001
O -2.29365 -2.82479 2.35462
H 2.87394 1.58144 1.88390
H 2.11072 1.24752 0.59072
O 3.00121 1.52724 0.95318
H 0.20585 -3.66934 1.37323
H 0.53946 -2.92907 2.69741
O 0.05809 -3.58652 2.27877
H -2.17467 1.79982 -2.98258
H -2.49934 0.63594 -3.68124
O -2.88071 1.38754 -3.33604
H -1.86590 0.11837 2.12864
H -0.51336 0.42201 1.49595
O -1.00792 0.56395 2.48269